[1]
Density functional theory data (the ωB97M-V functional and the def2-TZVPD basis) for a cluster of 3 separate species, C19H49NO10P3 in total in a non-equilibrium geometry.

```
82
C19H49NO10P3 | the OMol25 dataset | the ωB97M-V functional and the def2-TZVPD basis
C 3.12985 0.92703 3.78666
C 3.52468 1.21473 2.23572
P 2.67387 2.82579 1.60098
C 1.96827 4.52213 1.01393
C 0.68684 5.03465 1.80592
O 0.26259 4.60926 2.90649
N -0.05003 6.18225 1.17657
C -0.90702 6.88327 2.16416
C -0.81550 5.73103 -0.01794
O 1.11531 2.04735 1.53647
C 0.90737 1.27601 0.34136
C -0.22643 0.12761 0.58445
C -0.18626 -0.24432 2.13276
C -1.64900 0.47494 -0.03702
C -2.73673 1.11297 0.93850
C -3.47588 0.03636 1.91446
C -2.23926 2.42724 1.73738
H 3.05401 -0.20344 3.99571
H 2.10598 1.36116 4.05496
H 3.89163 1.39144 4.49988
H 4.67014 1.34486 2.24634
H 3.28296 0.28648 1.61961
H 2.99304 2.54824 0.21933
H 3.98549 3.48028 1.71345
H 2.44354 3.21115 2.98686
H 1.75633 4.41428 -0.11696
H 2.78696 5.32642 1.08193
H -1.11297 7.94316 1.75414
H -0.42040 7.03680 3.18119
H -1.92943 6.39185 2.30405
H -0.98293 6.63810 -0.70024
H -1.81955 5.24591 0.22373
H -0.22340 4.97599 -0.63695
H 0.59647 2.01090 -0.48887
H 1.85394 0.70886 0.00834
H 0.15813 -0.80589 0.02303
H 0.92194 -0.38951 2.40855
H -0.70938 0.47709 2.83026
H -0.65247 -1.29594 2.23798
H -2.09715 -0.50666 -0.44342
H -1.56782 1.17072 -0.95261
H -3.59027 1.49204 0.25868
H -4.60016 0.20710 1.98131
H -3.24276 -1.03422 1.53209
H -3.00983 0.07558 2.96531
H -3.02474 3.25812 1.58000
H -1.27966 2.80796 1.26574
H -2.18300 2.27138 2.86332
C 0.94156 -0.83860 -4.06354
O 1.77792 -1.97997 -3.89644
P 3.03952 -1.82980 -2.91157
O 2.95453 -0.70624 -1.95633
O 4.29448 -1.77456 -3.91022
C 4.38697 -0.66447 -4.78785
O 3.17220 -3.27584 -2.24596
C 3.24103 -4.42070 -3.08212
H 0.40165 -0.93890 -5.00635
H 0.22186 -0.78817 -3.24388
H 1.52599 0.08284 -4.09471
H 4.12356 0.26414 -4.27597
H 3.72439 -0.81776 -5.64300
H 5.41341 -0.59014 -5.14653
H 3.51261 -4.16916 -4.10922
H 2.27293 -4.92624 -3.08159
H 3.99457 -5.10030 -2.67938
C -3.14124 -5.58822 1.66600
O -2.54986 -5.11088 0.46267
P -3.44491 -4.16011 -0.47357
O -4.59858 -3.52352 0.19840
O -3.82819 -5.10440 -1.71406
C -4.64815 -6.23091 -1.45376
O -2.38789 -3.14526 -1.09804
C -1.23361 -3.64966 -1.75031
H -2.61235 -6.48957 1.97885
H -3.04662 -4.83055 2.44608
H -4.19465 -5.83650 1.52159
H -5.45369 -5.97886 -0.75988
H -4.04008 -7.03816 -1.03878
H -5.08520 -6.56694 -2.39399
H -1.33979 -4.69796 -2.03685
H -0.37328 -3.54478 -1.08613
H -1.05836 -3.05829 -2.65117
```

Computed properties:
HOMO-LUMO gap: 5.5 eV
Molar mass: 544.52 u
E_tot: -70329.7874 eV
Total charge: -1
Max |F|: 3.88 eV/A

Results of the Mulliken charge analysis, in e, for atoms 1 through 2: -0.94, -0.39

---

[2]
Density functional theory data (the ωB97M-V functional and the def2-TZVPD basis) for a cluster of 25 separate species, C70H199N9O34 in total in a non-equilibrium geometry.

```
312
C70H199N9O34 | the OMol25 dataset | the ωB97M-V functional and the def2-TZVPD basis
C -8.66269 1.65459 4.18993
O -7.69708 2.60928 3.70201
C -6.90058 2.12873 2.62829
C -5.83985 3.08794 2.11197
N -6.55463 4.14593 1.38689
C -5.61819 5.13986 0.93278
C -6.45546 6.13627 0.10864
O -5.63182 6.81987 -0.85458
C -6.28609 7.89799 -1.47871
H -9.35211 2.19215 4.84095
H -8.13502 0.91257 4.78915
H -9.06993 1.21535 3.27926
H -7.52606 1.77722 1.80774
H -6.41393 1.22164 2.98670
H -5.24621 2.62669 1.32271
H -5.25166 3.42198 2.96669
H -7.19386 4.61200 2.01479
H -4.86031 4.62959 0.33834
H -5.16613 5.63115 1.79439
H -6.87143 6.77880 0.88467
H -7.27160 5.62080 -0.39762
H -7.14979 7.59916 -2.07271
H -5.64065 8.39525 -2.20275
H -6.67027 8.64941 -0.78887
C 4.58894 -2.41607 -1.74384
O 3.73867 -1.36008 -2.24567
C 4.28667 -0.80710 -3.49148
C 3.34691 0.23657 -4.05597
N 2.30472 -0.27019 -4.98642
C 1.45337 -1.28154 -4.41139
C 0.32294 -1.75764 -5.37686
O 0.85581 -2.54053 -6.43676
C -0.07980 -3.04956 -7.33230
H 5.45279 -1.92677 -1.29390
H 4.88214 -3.10099 -2.53946
H 4.22030 -3.02629 -0.91932
H 4.50703 -1.56652 -4.24170
H 5.20394 -0.24469 -3.31705
H 3.98633 0.93769 -4.59230
H 2.93959 0.82135 -3.23121
H 2.63248 -0.57427 -5.89207
H 1.06765 -0.80436 -3.51048
H 2.03361 -2.17221 -4.17029
H -0.16942 -0.87496 -5.78498
H -0.37159 -2.42602 -4.86794
H 0.40388 -3.58456 -8.14957
H -0.72568 -2.25027 -7.69570
H -0.71805 -3.76894 -6.81924
C 5.68527 -5.26336 0.44315
O 6.57490 -4.79555 -0.60563
C 7.84169 -4.34744 -0.07865
C 8.79672 -3.86132 -1.13849
N 10.10998 -3.46203 -0.67888
C 10.88882 -2.80038 -1.68398
C 12.27114 -2.41637 -1.07282
O 13.16543 -3.54171 -0.84215
C 14.31036 -3.09941 -0.12752
H 6.12131 -5.99230 1.12624
H 4.73031 -5.68051 0.12356
H 5.45099 -4.43216 1.10821
H 8.29827 -5.14880 0.50226
H 7.67331 -3.50782 0.59573
H 8.26215 -3.03598 -1.60876
H 8.73882 -4.67299 -1.86370
H 10.56787 -4.31615 -0.39442
H 10.38121 -1.91192 -2.05957
H 11.01888 -3.45020 -2.54938
H 12.18025 -1.80733 -0.17342
H 12.67377 -1.69204 -1.78087
H 14.01470 -2.74547 0.86010
H 14.79793 -2.25158 -0.60873
H 14.96793 -3.95574 0.02219
C -1.80314 -0.94377 -1.99093
O -3.10031 -1.05103 -2.59531
C -3.33315 -0.20374 -3.73794
C -4.84878 -0.17564 -4.06945
N -5.70308 0.75545 -3.35091
C -5.91997 0.25313 -2.02095
C -6.81979 1.24209 -1.21548
O -7.94146 1.72854 -1.90135
C -8.73748 2.56608 -1.12561
H -1.52435 0.10787 -1.92439
H -1.14235 -1.37647 -2.74209
H -1.66942 -1.49624 -1.06088
H -2.76667 -0.56598 -4.59584
H -3.04038 0.83073 -3.55832
H -5.16170 -1.20558 -3.89799
H -4.99163 0.08578 -5.11795
H -6.63386 0.53981 -3.67839
H -4.94607 0.14706 -1.54306
H -6.46457 -0.69025 -1.98164
H -6.23550 2.05834 -0.79069
H -7.12456 0.67772 -0.33417
H -8.92842 2.22025 -0.10972
H -9.75053 2.75012 -1.48332
H -8.31200 3.56102 -0.99461
C -2.35283 7.20071 -0.93000
O -1.24705 7.96976 -1.39636
C -0.81380 8.94453 -0.43127
C 0.56834 9.38859 -0.91239
N 0.61128 10.10784 -2.18485
C 1.98363 10.35974 -2.61200
C 2.02373 10.89625 -4.05658
O 1.61427 9.82945 -4.87433
C 1.63972 10.20122 -6.25667
H -2.61771 6.48468 -1.70796
H -3.22160 7.83599 -0.75748
H -2.11611 6.54406 -0.09282
H -0.77317 8.62892 0.61125
H -1.47648 9.80917 -0.39470
H 1.32425 8.60332 -0.90515
H 0.92595 10.12939 -0.19725
H 0.13945 9.55450 -2.88577
H 2.72575 9.57430 -2.46905
H 2.34325 11.23305 -2.06784
H 3.03447 11.22022 -4.30467
H 1.31643 11.72534 -4.07753
H 1.02457 11.07689 -6.46377
H 1.24506 9.40343 -6.88587
H 2.62517 10.52785 -6.58878
C -2.99505 -6.87450 -2.38676
O -1.63130 -6.97741 -2.73353
C -1.41230 -7.35742 -4.08357
C 0.04583 -7.15487 -4.44245
N 0.89009 -8.12295 -3.75565
C 1.21716 -7.67624 -2.40508
C 2.25652 -8.49689 -1.68598
O 2.73181 -7.86618 -0.52151
C 1.83095 -8.00411 0.61399
H -3.11975 -6.68789 -1.32012
H -3.43972 -7.83837 -2.63441
H -3.47703 -6.01756 -2.85734
H -2.01291 -6.68358 -4.69456
H -1.71269 -8.39727 -4.21228
H 0.35604 -6.13459 -4.21685
H 0.06072 -7.27986 -5.52516
H 1.73233 -8.35197 -4.26388
H 0.27578 -7.67178 -1.85564
H 1.56346 -6.64334 -2.36912
H 3.05736 -8.84507 -2.33830
H 1.85148 -9.47300 -1.41903
H 2.10226 -7.31706 1.41552
H 1.75063 -9.04739 0.91929
H 0.84666 -7.62460 0.33966
C -2.64277 1.04281 1.03426
O -1.45865 0.28579 0.83242
C -0.57669 0.37640 1.89045
C 0.76986 -0.17386 1.42176
N 0.55179 -1.55065 0.99066
C 1.67482 -2.16069 0.28563
C 1.12132 -3.41342 -0.37220
O 0.11063 -3.13223 -1.32487
C -0.46853 -4.27301 -1.84162
H -3.24949 0.80088 1.90688
H -3.14869 0.79843 0.10022
H -2.46632 2.11593 1.10762
H -0.96308 -0.12868 2.77571
H -0.38325 1.42642 2.10986
H 1.48490 -0.12844 2.24319
H 1.21878 0.41066 0.61870
H -0.18673 -1.48291 0.30503
H 2.52408 -2.43977 0.90932
H 1.98382 -1.35788 -0.38379
H 0.82487 -4.04774 0.46318
H 1.94874 -3.88800 -0.89970
H 0.13849 -4.76072 -2.60436
H -1.40752 -3.98879 -2.31661
H -0.67090 -5.01180 -1.06616
C 4.97141 -1.71161 2.80950
O 5.69784 -0.59433 2.27792
C 4.93562 0.64930 2.32658
C 5.86593 1.86004 1.93164
N 5.22145 3.15718 2.11884
C 6.04568 4.31705 1.71056
C 6.42683 4.41180 0.23283
O 6.50530 5.77425 -0.28396
C 7.76478 6.43286 0.08257
H 4.36921 -2.11509 1.99546
H 4.29754 -1.54554 3.64999
H 5.62407 -2.54522 3.06878
H 4.53994 0.71947 3.33980
H 4.08869 0.48899 1.65941
H 6.24086 1.61200 0.93866
H 6.76252 1.79459 2.54805
H 4.38426 3.08336 1.55869
H 6.94674 4.29755 2.32360
H 5.63386 5.27713 2.02161
H 5.57061 3.98335 -0.28815
H 7.28907 3.81769 -0.06997
H 8.04469 6.38630 1.13499
H 7.61110 7.43220 -0.32461
H 8.63099 5.92776 -0.34480
C -1.55586 -6.82232 1.96564
O -2.33373 -5.61267 2.15816
C -1.72841 -4.35465 1.82430
C -2.69995 -3.14191 1.90068
N -3.96001 -3.34666 1.20942
C -3.88901 -2.94376 -0.15905
C -5.27232 -3.45793 -0.86966
O -5.03555 -4.83456 -1.09688
C -5.96320 -5.45995 -1.98807
H -0.55268 -6.71857 2.37913
H -1.27068 -6.86099 0.91432
H -2.09221 -7.74619 2.18219
H -1.38188 -4.40858 0.79226
H -0.88862 -4.10245 2.47179
H -2.24548 -2.20322 1.58378
H -2.80053 -2.99382 2.97587
H -4.02444 -4.35438 1.18805
H -2.96765 -3.27293 -0.63950
H -3.84097 -1.85832 -0.24628
H -5.26577 -2.88489 -1.79685
H -6.15601 -3.20838 -0.28236
H -5.85148 -6.54418 -1.98033
H -5.71960 -5.16545 -3.00887
H -6.98268 -5.21744 -1.68816
C 0.50860 5.73366 5.70747
O -0.57802 6.26411 4.94826
H 0.16898 5.41833 6.69404
H 1.01540 4.88783 5.24291
H 1.21149 6.56378 5.77792
H -1.08039 5.59158 4.48251
C -3.83659 -3.67307 -4.58107
O -5.06210 -4.10667 -5.05819
H -3.14536 -4.51027 -4.48423
H -3.30795 -2.92672 -5.17403
H -3.89976 -3.32244 -3.55094
H -5.71818 -3.51628 -4.68056
C -0.28005 2.06155 -5.61815
O 0.31743 1.57858 -4.41455
H 0.41267 1.98258 -6.45601
H -1.14000 1.45728 -5.90701
H -0.53573 3.11892 -5.54953
H 1.02328 0.95715 -4.60741
C 2.06721 -8.02204 4.31074
O 3.38513 -7.47076 4.35026
H 1.35391 -7.21643 4.13668
H 1.94581 -8.73361 3.49402
H 1.79773 -8.53259 5.23530
H 4.01921 -8.14471 4.60587
C -5.03085 4.23602 -2.55014
O -4.71495 3.35765 -3.64225
H -6.08012 4.12876 -2.27512
H -4.39339 4.03678 -1.68872
H -4.89356 5.24335 -2.94326
H -4.76352 2.43302 -3.38871
C -4.80067 -2.42039 5.22486
O -4.31002 -1.28987 4.65662
H -3.98644 -2.81703 5.83134
H -5.64294 -2.27245 5.90072
H -4.97093 -3.26653 4.55916
H -4.83237 -1.13612 3.86598
C -1.13749 3.33162 -1.74897
O -0.41645 4.57031 -1.65726
H -1.72791 3.05176 -0.87652
H -1.80428 3.43043 -2.60555
H -0.38200 2.59081 -2.01078
H -0.07311 4.77699 -2.52962
C 1.89325 2.30456 3.99413
O 2.46295 2.40438 5.25320
H 2.48240 1.69035 3.31315
H 0.92105 1.83163 4.13292
H 1.75281 3.28123 3.53098
H 3.36968 2.71614 5.20599
C -1.30383 -2.42756 5.48130
O -1.56539 -1.07242 5.36074
H -1.95902 -2.85075 6.24271
H -1.54406 -3.02406 4.60120
H -0.28035 -2.62597 5.79946
H -2.46046 -0.98331 5.02532
C -7.03810 -1.48580 1.86963
O -5.60972 -1.19110 1.97375
H -7.36387 -1.75123 0.86388
H -7.26235 -2.37343 2.46119
H -7.68299 -0.66143 2.17398
H -5.18145 -2.00965 1.71265
C -0.07003 5.44131 1.56519
O 0.67477 4.46893 0.87977
H 0.41376 5.68030 2.51226
H -0.07371 6.31362 0.91162
H -1.10467 5.13665 1.72266
H 0.27501 4.51150 0.00800
C -2.41215 3.17437 3.95898
O -2.82023 4.54904 3.88136
H -1.81838 3.00023 3.06165
H -1.78728 2.91347 4.81314
H -3.27747 2.51192 3.93688
H -3.37740 4.72381 4.64334
C 3.18846 2.21241 -0.57924
O 2.75162 2.67851 0.67766
H 2.35940 1.69693 -1.06406
H 3.41777 3.09326 -1.17892
H 4.04677 1.54056 -0.57656
H 2.07930 3.34404 0.51440
C -0.05294 2.15208 7.52567
O -0.97214 2.54985 8.51185
H 0.92171 2.61577 7.67783
H 0.12571 1.08598 7.66574
H -0.47487 2.23411 6.52400
H -1.02462 1.87470 9.19231
C 2.53070 -4.43109 3.14039
O 3.61631 -4.66789 4.00178
H 2.28866 -3.36842 3.12452
H 2.79326 -4.77719 2.14070
H 1.62475 -4.91609 3.50389
H 3.68832 -5.62108 4.09030
C 2.98293 -1.25319 6.54932
O 1.69087 -1.39997 7.04354
H 3.05756 -0.27654 6.07109
H 3.77176 -1.31884 7.29868
H 3.17100 -1.97023 5.75021
H 1.14832 -0.84188 6.48161
```

Computed properties:
Energy above the lowest of the compared OMol25 structures with the same formula, charge and spin: 0.0000 eV
HOMO-LUMO gap: 8.8 eV
Molar mass: 1711.39 u
E_tot: -158822.0024 eV
Max |F|: 3.76 eV/A

Results of the Mulliken charge analysis, in e, for atoms 1 through 2: -0.56, -0.51

---

Number 1: HOMO -3.5 eV. Number 2: HOMO -8.5 eV.